# C43H79NO21P2

A cluster of 7 separate species, C43H79NO21P2 in total in a non-equilibrium geometry (the ωB97M-V functional and the def2-TZVPD basis, the Open Molecules 2025 dataset).

The calculation puts the orbital gap at 8.3217 eV. Its total energy is -4003.13436 Ha. The SMILES is CCOP(=O)(CCC[C@H]1OC(=O)[C@@](COO)(P(=N)(O)O)[C@@H]1Cc1ccccc1)OCC.CCOC(C)=O.CCOC(C)=O.CCOC(C)=O.CCOC(C)=O.CCOC(C)=O.CCOC(C)=O. For the LUMO energy, the calculation gives 0.31 eV.

Cartesian coordinates (Å):
C1 6.92438 -4.83515 -0.16248
C2 6.44363 -3.35479 0.23051
O1 6.08725 -2.53846 -0.92136
P1 5.98806 -0.87982 -0.43830
O2 5.42868 0.00692 -1.55605
C3 4.82983 -0.84608 1.05691
C4 3.84203 0.41641 1.09696
C5 2.30927 -0.05111 1.36272
C6 1.71958 -0.47650 -0.06523
O3 2.10572 -1.82699 -0.42376
C7 1.07919 -2.67793 0.09547
O4 1.34924 -3.78229 0.60360
C8 -0.33316 -1.92756 -0.08167
C9 -1.27741 -2.67952 -1.15106
O5 -0.60197 -3.87547 -1.63949
O6 -0.32815 -3.75053 -2.97676
P2 -1.22210 -2.22137 1.57051
N1 -1.50064 -3.77032 1.88632
O7 -2.69461 -1.35648 1.56705
O8 -0.20249 -1.64308 2.83567
C10 0.13952 -0.41603 -0.33755
C11 -0.28329 0.34769 -1.67821
C12 0.20617 -0.33512 -3.03171
C13 1.68164 -0.70494 -3.35784
C14 2.12393 -1.41522 -4.68177
C15 1.04580 -1.77214 -5.73301
C16 -0.43310 -1.38556 -5.47456
C17 -0.83434 -0.68380 -4.15933
O9 7.54018 -0.45943 0.10934
C18 8.26605 0.36846 -0.84287
C19 8.48166 -0.28759 -2.29063
H1 7.94336 -4.85735 -0.68234
H2 7.06801 -5.42120 0.82445
H3 6.09791 -5.38028 -0.72880
H4 7.29843 -2.89845 0.86109
H5 5.56487 -3.49099 0.96849
H6 4.21048 -1.81262 1.00896
H7 5.48375 -0.89744 1.98996
H8 4.15208 1.04676 2.01084
H9 3.91218 1.10650 0.19228
H10 1.74655 0.85312 1.78739
H11 2.28751 -0.94438 2.08693
H12 2.10661 0.37142 -0.75027
H13 -1.68700 -2.01655 -1.98016
H14 -2.19752 -3.06365 -0.56583
H15 0.48453 -4.29418 -3.11585
H16 -1.15682 -4.33224 1.09026
H17 -3.41863 -2.02287 1.68619
H18 -0.32923 -2.26382 3.59420
H19 -0.25604 0.19031 0.54778
H20 -1.43335 0.41208 -1.68548
H21 0.07864 1.44418 -1.62988
H22 2.53768 -0.47219 -2.62727
H23 3.22516 -1.68403 -4.83069
H24 1.37164 -2.31315 -6.68778
H25 -1.25082 -1.61860 -6.23047
H26 -1.93204 -0.40524 -3.94707
H27 7.81551 1.42941 -0.87657
H28 9.32064 0.51612 -0.39396
H29 9.54781 -0.08148 -2.67762
H30 7.79027 0.29148 -3.01524
H31 8.17242 -1.38169 -2.37426
O10 9.16311 3.47299 1.33606
C20 9.74533 2.78192 2.13933
O11 9.76280 1.44416 1.98925
C21 10.56552 0.55000 2.77384
C22 9.87321 0.19674 4.07444
C23 10.37871 3.38811 3.36077
H32 11.56849 0.95667 2.92664
H33 10.68753 -0.35554 2.17495
H34 9.71411 1.07807 4.69946
H35 10.46490 -0.52573 4.64097
H36 8.88800 -0.23304 3.87666
H37 9.61236 3.53842 4.12282
H38 10.80645 4.35328 3.08364
H39 11.19509 2.79930 3.77404
O12 4.02175 -1.19363 4.45678
C24 3.36540 -1.31489 5.46500
O13 3.64087 -2.30594 6.33286
C25 3.04669 -2.43086 7.63357
C26 1.70881 -3.13787 7.55515
C27 2.18080 -0.42582 5.72279
H40 2.98164 -1.45869 8.12872
H41 3.73715 -3.03388 8.22752
H42 0.99035 -2.57678 6.95376
H43 1.28856 -3.27721 8.55357
H44 1.82228 -4.11611 7.08143
H45 1.31881 -0.81205 5.17596
H46 2.41763 0.57659 5.36144
H47 1.92854 -0.31946 6.77593
O14 -7.78627 -1.00998 -0.88651
C28 -7.28419 -0.06421 -0.32065
O15 -6.00205 0.26144 -0.56169
C29 -5.37022 1.46053 -0.08485
C30 -4.85478 1.27970 1.32704
C31 -8.04790 0.70340 0.72167
H48 -6.03854 2.31987 -0.18266
H49 -4.52698 1.64799 -0.75415
H50 -5.66396 1.07276 2.02799
H51 -4.33026 2.17483 1.66173
H52 -4.16819 0.42983 1.37639
H53 -7.99008 0.17042 1.67211
H54 -9.09078 0.76900 0.40618
H55 -7.70613 1.72750 0.85542
O16 0.93804 -2.35155 -8.82645
C32 0.47049 -1.42005 -9.44090
O17 -0.36515 -0.56273 -8.82785
C33 -0.83141 0.66612 -9.40455
C34 -2.03954 0.42899 -10.28786
C35 0.73817 -1.25492 -10.91075
H56 -0.02301 1.18477 -9.92585
H57 -1.11875 1.30597 -8.56718
H58 -1.80143 -0.22255 -11.13135
H59 -2.42094 1.37459 -10.67933
H60 -2.83416 -0.06371 -9.72197
H61 0.05913 -1.89905 -11.47168
H62 1.76823 -1.55654 -11.10908
H63 0.64625 -0.23012 -11.26448
O18 -5.95909 3.19831 3.05934
C36 -5.46135 4.14610 3.62226
O19 -4.17848 4.47486 3.37921
C37 -3.54704 5.67506 3.85057
C38 -3.02802 5.49835 5.26306
C39 -6.22794 4.91411 4.66266
H64 -4.21589 6.53354 3.75131
H65 -2.70547 5.86061 3.17943
H66 -3.83667 5.29260 5.96754
H67 -2.50202 6.39633 5.59438
H68 -2.34129 4.64963 5.31297
H69 -6.16814 4.38332 5.61417
H70 -7.27116 4.97355 4.34737
H71 -5.88943 5.93980 4.79401
O20 -10.81175 2.89659 -1.19956
C40 -11.70617 2.07867 -1.20899
O21 -12.88382 2.36072 -0.61913
C41 -14.05839 1.54311 -0.72700
C42 -14.03867 0.42445 0.29486
C43 -11.49113 0.71075 -1.79442
H72 -14.18840 1.17843 -1.74897
H73 -14.90703 2.20022 -0.52371
H74 -13.19336 -0.24922 0.13963
H75 -14.95981 -0.16016 0.24268
H76 -13.93728 0.83215 1.30379
H77 -10.99203 0.08052 -1.05620
H78 -10.85300 0.81058 -2.67413
H79 -12.40346 0.22422 -2.13345

Force components x, y, z for each atom (eV/Å):
-0.2 0.2 0.7
0.7 -1.6 1.5
0.5 2.2 2.1
-1.0 0.6 -1.5
1.6 -2.1 2.3
0.3 -0.5 0.1
-0.1 0.1 1.4
0.7 -0.2 -0.8
-0.7 2.0 -0.5
-1.6 -0.3 1.3
1.5 -2.2 0.6
-1.2 4.2 -2.1
0.6 0.5 0.2
-0.6 -0.5 0.5
-1.2 0.6 2.6
0.9 0.0 -2.6
-0.4 -2.2 1.8
0.2 2.1 -1.1
2.1 -1.1 0.2
-2.0 -0.2 -1.6
-0.1 0.4 1.7
-0.1 -0.4 -0.4
1.0 -1.8 -3.8
-1.5 -0.6 -1.8
-4.2 0.9 0.8
-0.4 1.5 3.0
2.3 0.9 2.7
3.0 -0.6 -0.1
-2.3 -0.5 -1.4
2.0 0.8 -0.4
-0.8 1.4 -0.8
-1.7 0.1 0.4
-0.3 1.0 -1.4
1.3 0.8 0.5
-1.3 -0.4 -1.2
1.1 0.4 -1.4
1.0 1.4 0.0
-1.0 0.1 -1.1
-0.4 -0.9 -1.4
-0.1 -1.2 1.0
0.6 -1.4 -0.6
0.0 1.5 -0.9
0.0 -2.0 0.5
1.1 -0.9 1.0
1.4 0.5 -1.1
-0.7 0.6 0.5
-0.2 0.1 0.7
1.0 0.5 -0.1
0.0 0.3 -1.0
0.2 -0.5 -1.3
1.7 -0.2 -0.1
-0.4 -1.8 0.1
-1.6 -0.4 -1.2
-1.9 0.5 0.2
-0.8 1.0 1.6
1.4 0.3 1.1
1.9 -0.6 -0.5
0.5 -1.8 -0.1
-1.9 -0.4 -0.4
-1.6 -0.6 0.8
1.0 -1.1 1.1
0.7 1.4 0.4
0.3 -0.7 0.3
-0.4 0.5 -0.1
0.0 -0.1 -0.5
-0.1 0.0 0.3
-0.1 0.1 0.1
0.7 0.2 0.0
-0.1 0.1 0.0
-0.1 0.2 -0.1
0.1 0.0 0.0
0.0 0.0 0.0
0.1 0.0 -0.1
0.1 0.0 -0.1
-0.3 0.0 0.0
-0.2 -0.1 0.1
-0.1 -0.3 0.7
0.0 0.1 -0.6
0.5 -0.1 0.0
-0.3 -0.1 0.0
-0.1 0.0 -0.1
0.0 0.5 0.4
-0.1 0.0 -0.1
0.1 0.1 -0.3
0.0 0.0 0.1
0.0 0.0 -0.1
0.1 0.1 0.1
0.1 0.1 0.0
-0.1 -0.2 -0.2
-0.1 -0.2 0.0
0.5 0.5 0.1
-0.3 -0.4 0.1
0.0 -0.2 -0.6
0.1 0.1 0.4
0.1 -0.5 0.0
-0.3 0.6 -0.1
-0.1 -0.1 0.1
-0.2 -0.2 -0.1
0.1 0.2 -0.1
-0.1 -0.1 0.0
0.0 0.2 -0.2
0.0 0.0 -0.1
0.1 -0.2 0.1
0.1 -0.1 0.2
-0.4 0.6 -0.3
0.1 -0.5 0.0
0.1 0.0 0.5
-0.2 0.0 -0.2
-0.1 -0.2 -0.1
0.5 0.4 -0.2
0.0 -0.1 0.0
0.2 -0.3 0.1
0.0 0.1 0.0
0.0 0.0 0.0
0.1 0.1 0.0
0.0 0.0 0.0
-0.2 -0.2 0.1
-0.2 0.0 0.0
0.4 0.9 0.4
-0.5 -0.5 0.1
0.1 -0.1 -0.5
0.1 0.1 0.3
-0.1 -0.1 0.2
-0.3 0.6 -0.1
0.0 -0.1 0.1
-0.2 -0.2 -0.1
0.0 0.1 0.0
0.0 -0.1 0.0
0.0 0.1 -0.1
0.0 0.0 -0.1
0.1 -0.3 0.1
0.1 -0.1 0.2
-0.9 -0.4 0.2
0.8 0.2 0.0
-0.1 0.5 0.0
0.0 -0.2 0.1
0.2 -0.1 0.1
-0.2 -0.1 -0.6
0.1 0.0 0.1
0.3 0.1 0.0
-0.1 0.0 -0.1
0.0 0.0 0.0
-0.1 0.0 -0.1
0.0 0.0 -0.1
0.1 0.0 0.3
0.0 -0.1 0.2

Atomic partial charges in e from the Mulliken method, atoms 1 to 6: number 1, C, carries -1.185; number 2, C, carries 0.120; number 3, O, carries -0.427; number 4, P, carries 0.822; number 5, O, carries -0.791; number 6, C, carries -0.581